No. 1
9
Properties=species:S:1:pos:R:3:forces:R:3:lowdin_charge:R:1 method="wB97M-V/def2-TZVPD" total_charge=+1 lumo_ev=-5.17 homo_lumo_gap_ev=11.379 homo_energy_ev=-16.55 spin_multiplicity=1 relative_energy_kcal_mol=11.13
C -1.7778 -0.0028 -0.2975 0.0 -0.3 -0.1 0.146
N -0.7031 0.2922 0.2728 2.3 1.6 2.3 0.165
O 1.9826 -0.1346 -0.0729 -0.5 -0.6 -0.4 -0.064
H -2.6495 0.5185 0.0116 -1.0 0.1 -0.1 0.115
H -1.7320 -0.7948 -1.0436 -0.4 0.3 0.0 0.137
H 0.1989 -0.1504 0.0008 0.1 0.2 0.1 0.090
H -0.5466 1.0218 1.0894 -1.0 -1.8 -2.2 0.227
H 2.5438 -0.6684 -0.6897 -0.2 1.3 1.1 0.104
H 2.3902 0.6196 0.3859 0.6 -0.8 -0.8 0.080

No. 2
46
Properties=species:S:1:pos:R:3:forces:R:3:mulliken_spin:R:1 method="wB97M-V/def2-TZVPD" total_charge=-2 lumo_ev="4.38 / 4.38" homo_lumo_gap_ev="4.789 / 5.348" homo_energy_ev="-0.41 / -0.96" s_squared=0.764 spin_multiplicity=2
Pd 1.3711 -1.6818 -0.0340 0.4 -0.8 -0.2 0.457
S 0.7824 -3.9839 -0.6667 -0.1 0.0 0.0 0.206
S 0.9600 -3.8800 -2.6782 -0.1 0.0 0.1 0.043
S 2.8517 -2.8602 -3.0049 0.1 0.1 0.1 0.048
S 3.4779 -2.4330 -1.1263 0.1 0.2 0.0 0.180
F 1.2418 -1.7072 2.8172 -0.1 0.0 0.2 -0.001
As 1.1229 -1.7804 4.5581 0.0 0.0 -0.3 0.000
F -0.3804 -2.6437 4.4218 0.0 0.0 0.0 0.000
F 2.0044 -3.2726 4.5679 0.0 0.0 0.0 0.000
F 0.2433 -0.2748 4.5611 0.0 0.1 0.0 0.000
F 2.6190 -0.8925 4.6920 0.0 0.0 0.0 0.000
F 1.0051 -1.8379 6.2940 0.0 0.0 0.1 0.000
C -1.8539 4.1590 -3.1176 0.0 0.0 0.0 0.000
C -2.2115 2.8972 -3.5749 0.0 0.0 0.0 0.000
C -1.5136 1.7755 -3.1479 -0.1 0.0 0.0 0.003
C -0.4540 1.8794 -2.2473 0.0 0.0 0.0 -0.003
C -0.0964 3.1535 -1.8119 0.0 0.0 0.0 0.000
C -0.7886 4.2818 -2.2372 0.0 0.0 0.0 0.000
As 0.6131 0.2441 -1.7906 -0.2 0.2 0.0 0.001
C 1.2340 0.8541 -0.0287 -0.2 0.0 0.0 0.038
C 2.5348 0.5471 0.3856 0.0 0.1 0.0 -0.028
C 2.9355 0.8322 1.6985 0.1 -0.1 -0.1 0.025
C 2.0682 1.4267 2.5852 -0.1 0.0 0.0 -0.003
C 0.7815 1.7729 2.1666 0.0 0.0 0.1 0.018
C 0.3702 1.4875 0.8837 0.0 0.0 0.0 -0.013
C -0.9138 -0.8656 -1.1915 0.0 0.0 0.0 -0.072
C -1.6242 -1.5536 -2.1777 0.1 0.0 0.0 -0.015
C -2.6327 -2.4408 -1.8444 0.0 0.0 0.0 0.022
C -2.9359 -2.6891 -0.5106 0.0 0.0 0.0 -0.003
C -2.2247 -2.0405 0.4817 0.1 0.0 0.0 0.034
C -1.2215 -1.1341 0.1472 -0.2 0.2 0.0 0.038
H -2.3987 5.0366 -3.4456 0.0 0.0 0.0 0.000
H -3.0383 2.7840 -4.2673 0.0 0.0 0.0 0.000
H -1.8139 0.8023 -3.5181 0.0 0.0 0.0 0.000
H 0.7327 3.2722 -1.1238 0.0 0.0 0.0 -0.002
H -0.4962 5.2600 -1.8720 0.0 0.0 0.0 0.000
H 3.2492 0.1309 -0.3148 0.0 0.0 0.0 -0.011
H 3.9253 0.5374 2.0234 0.0 0.0 0.0 0.002
H 2.3651 1.5847 3.6130 0.0 0.0 0.0 0.000
H 0.0897 2.2218 2.8686 0.0 0.0 0.0 0.001
H -0.6427 1.7245 0.5793 0.0 0.0 0.0 0.001
H -1.3488 -1.4379 -3.2194 0.0 0.0 0.0 0.000
H -3.1582 -2.9719 -2.6296 0.0 0.0 0.0 0.002
H -3.7001 -3.4120 -0.2513 0.0 0.0 0.0 -0.001
H -2.4076 -2.2520 1.5278 0.0 0.0 0.0 -0.001
H -0.7231 -0.6199 0.9598 0.1 0.0 0.0 0.031